Record 1
# C33H37Br3F40NO10PSSi2

A molecular structure, C33H37Br3F40NO10PSSi2 at a distorted geometry (ωB97M-V/def2-TZVPD, the Open Molecules 2025 dataset).

The geometry in ORCA input format:
```
! wB97M-V def2-TZVPD RIJCOSX def2/J DEFGRID3
* xyz 0 1
C -0.832 4.043 4.197
C 0.052 2.662 4.341
N -0.485 1.506 3.472
Si 0.917 0.691 2.611
O 1.746 1.973 1.746
Si 3.289 1.470 1.086
Br 3.550 -0.775 0.771
C 4.833 2.203 2.054
C 6.150 1.189 1.993
C 6.245 0.263 3.343
O 6.553 0.915 4.498
O 5.962 -1.205 3.340
C 0.063 -0.556 1.368
Br 0.091 -0.101 -0.614
C -0.616 -1.818 1.765
C -0.749 -2.274 3.333
Br -1.416 -2.954 0.279
P 2.089 -0.288 4.189
O 2.645 -1.894 3.815
O 3.368 0.824 4.672
S 0.954 -0.479 5.806
H -1.460 4.288 5.182
H -0.137 5.000 4.044
H -1.572 4.034 3.284
H 0.035 2.359 5.487
H 1.162 2.943 4.095
H -1.094 1.972 2.741
H 3.380 2.090 -0.262
H 5.177 3.183 1.465
H 4.565 2.561 3.136
H 7.129 1.856 1.959
H 6.173 0.551 0.987
H 5.766 -1.409 4.322
H 0.202 -2.811 3.775
H -1.122 -1.362 3.984
H -1.626 -3.078 3.388
H 2.188 -2.250 2.973
H 2.954 1.751 4.557
C -3.876 -0.083 -2.082
C -4.425 -0.152 -0.649
C -5.122 -1.460 -0.293
F -6.206 -1.692 -1.069
F -5.575 -1.429 0.990
F -5.234 0.918 -0.427
F -3.361 0.007 0.200
O -4.694 0.598 -3.037
C -5.720 -0.192 -3.637
C -7.130 0.308 -3.301
F -7.358 0.299 -1.963
F -8.078 -0.489 -3.860
F -5.529 -1.493 -3.313
F -5.511 -0.108 -4.979
H -2.960 0.520 -2.034
H -3.539 -1.059 -2.452
H -4.443 -2.312 -0.382
H -7.282 1.329 -3.662
C -6.085 1.048 -8.548
C -6.573 1.346 -9.974
C -6.293 2.762 -10.464
F -6.908 3.699 -9.707
F -6.760 2.932 -11.731
F -7.895 1.042 -10.067
F -5.933 0.471 -10.811
O -7.070 1.135 -7.514
C -7.295 2.445 -6.994
C -8.719 2.952 -7.257
F -8.993 3.004 -8.585
F -8.884 4.214 -6.779
F -6.340 3.282 -7.462
F -7.083 2.349 -5.653
H -5.779 -0.005 -8.539
H -5.172 1.599 -8.291
H -5.221 2.975 -10.477
H -9.462 2.305 -6.784
C -7.016 -0.056 4.391
C -5.780 -0.534 5.167
C -5.725 -2.036 5.420
F -6.765 -2.470 6.168
F -4.599 -2.364 6.112
F -5.679 0.169 6.326
F -4.680 -0.187 4.427
O -8.086 0.477 5.178
C -8.990 -0.489 5.713
C -8.980 -0.528 7.246
F -7.749 -0.831 7.730
F -9.826 -1.482 7.717
F -8.740 -1.695 5.151
F -10.224 -0.121 5.271
H -6.688 0.791 3.776
H -7.372 -0.797 3.665
H -5.711 -2.599 4.483
H -9.280 0.436 7.666
C 6.160 -5.148 -0.766
C 4.897 -4.306 -0.534
C 4.429 -4.238 0.914
F 4.103 -5.454 1.407
F 3.307 -3.473 1.021
F 3.906 -4.748 -1.355
F 5.179 -3.032 -0.951
O 5.948 -6.486 -1.226
C 5.684 -7.449 -0.206
C 4.285 -8.066 -0.319
F 3.313 -7.122 -0.231
F 4.058 -8.951 0.688
F 5.920 -6.893 1.006
F 6.627 -8.417 -0.362
H 6.708 -4.666 -1.584
H 6.852 -5.112 0.084
H 5.192 -3.794 1.560
H 4.161 -8.590 -1.271
C 10.024 3.541 0.251
C 8.909 2.978 -0.643
C 9.255 1.676 -1.356
F 10.306 1.814 -2.196
F 8.211 1.256 -2.121
F 8.513 3.936 -1.523
F 7.825 2.746 0.163
O 10.828 4.576 -0.324
C 11.916 4.128 -1.130
C 11.783 4.552 -2.598
F 10.648 4.061 -3.159
F 12.818 4.078 -3.341
F 12.065 2.791 -0.978
F 13.031 4.691 -0.590
H 9.527 4.027 1.099
H 10.636 2.754 0.708
H 9.483 0.879 -0.643
H 11.762 5.641 -2.693
*
```

The LUMO energy is -0.672 eV. As for the frontier orbital gap: 0.30574 Eh. For the highest occupied orbital energy, the calculation gives -8.99 eV. The value obtained for the energy above the lowest of the compared OMol25 structures with the same formula, charge and spin is 210.8 kcal per mole.

Record 2
# C33H37BrFN7O2ReSSi

A molecular structure, C33H37BrFN7O2ReSSi (ωB97M-V/def2-TZVPD, the Open Molecules 2025 dataset).

The geometry in ORCA input format:
```
! wB97M-V def2-TZVPD RIJCOSX def2/J DEFGRID3
* xyz 2 2
Re 0.081 0.397 -0.113
C -5.887 -0.942 0.044
C -4.988 -1.376 -1.102
N -3.645 -1.762 -0.662
C -2.702 -0.899 -0.311
S -1.161 -1.575 0.248
N -2.946 0.390 -0.329
N -1.839 1.128 -0.004
C -2.015 2.322 0.490
C -3.356 2.907 0.766
C -0.788 3.081 0.679
C -0.768 4.398 1.127
C 0.432 5.078 1.182
C 1.596 4.427 0.787
C 1.521 3.115 0.375
N 0.357 2.447 0.320
H -6.882 -0.721 -0.341
H -5.979 -1.734 0.786
H -5.502 -0.047 0.530
H -5.408 -2.250 -1.598
H -4.892 -0.585 -1.847
H -3.388 -2.735 -0.691
H -4.117 2.135 0.747
H -3.369 3.403 1.738
H -3.604 3.655 0.008
H -1.691 4.883 1.408
H 0.463 6.106 1.518
H 2.552 4.929 0.798
H 2.395 2.565 0.058
C -0.754 0.393 3.168
O 0.287 0.492 2.174
C 1.599 0.367 2.600
C 1.990 0.404 3.914
C 3.345 0.240 4.219
Br 3.889 0.294 6.018
C 4.265 0.019 3.224
C 3.862 -0.012 1.880
C 2.517 0.194 1.546
O 2.095 0.232 0.292
C 4.815 -0.331 0.831
N 4.509 -0.529 -0.452
C 5.650 -0.884 -1.163
C 5.849 -1.205 -2.500
C 7.142 -1.516 -2.868
C 8.197 -1.504 -1.943
C 7.999 -1.183 -0.615
C 6.696 -0.875 -0.247
N 6.132 -0.520 0.979
H -0.595 -0.499 3.771
H -1.688 0.303 2.622
H -0.754 1.288 3.789
H 1.279 0.550 4.714
H 5.298 -0.142 3.502
H 3.549 -0.452 -0.770
H 5.034 -1.216 -3.211
H 7.351 -1.777 -3.896
H 9.193 -1.756 -2.280
H 8.813 -1.177 0.096
H 6.630 -0.450 1.851
C -0.825 3.132 -2.519
Si -0.326 1.481 -3.226
C 1.127 1.893 -4.331
C -1.876 0.807 -4.017
N 0.263 0.218 -2.012
C 0.795 -0.980 -2.591
C 0.690 -1.203 -3.973
C 1.140 -2.352 -4.592
C 1.731 -3.362 -3.846
C 1.853 -3.190 -2.481
C 1.394 -2.032 -1.886
F 1.591 -1.960 -0.549
H -1.042 3.727 -3.412
H -0.049 3.668 -1.976
H -1.746 3.102 -1.941
H 0.835 2.717 -4.985
H 1.517 1.094 -4.958
H 1.951 2.260 -3.712
H -2.325 1.598 -4.623
H -2.589 0.570 -3.221
H -1.770 -0.075 -4.645
H 0.220 -0.461 -4.599
H 1.018 -2.459 -5.661
H 2.083 -4.270 -4.315
H 2.296 -3.944 -1.843
*
```

The LUMO energy (alpha / beta) is -6.289 / -6.060 eV. As for the frontier orbital gap (alpha / beta): 0.24410 / 0.24858 Eh. As for the expectation value of S²: 0.765. For the highest occupied orbital energy (alpha / beta), the calculation gives -12.93 / -12.82 eV. The value obtained for the energy above the lowest of the compared OMol25 structures with the same formula, charge and spin is 4.4 kcal per mole.

Record 3
# C33H37Cl2GeOOsS3SeSi

A molecular structure, C33H37Cl2GeOOsS3SeSi (ωB97M-V/def2-TZVPD, the Open Molecules 2025 dataset).

The geometry in ORCA input format:
```
! wB97M-V def2-TZVPD RIJCOSX def2/J DEFGRID3
* xyz -2 2
Os -1.196 0.067 0.038
Cl 0.456 -1.284 3.136
C 1.905 -0.367 2.858
C 2.659 -0.037 3.972
C 3.864 0.634 3.831
C 4.288 0.978 2.556
C 3.511 0.651 1.462
Cl 4.126 1.155 -0.096
C 2.283 -0.047 1.540
S 1.415 -0.514 0.129
H 2.294 -0.331 4.947
H 4.459 0.890 4.699
H 5.214 1.516 2.398
C -0.872 1.813 0.262
Ge -0.586 3.671 0.290
C 1.122 4.137 1.140
C 2.082 4.925 0.511
C 3.284 5.228 1.141
C 3.539 4.746 2.416
C 2.594 3.953 3.054
C 1.401 3.646 2.417
C -0.618 4.390 -1.537
C -0.656 5.765 -1.772
C -0.667 6.270 -3.066
C -0.647 5.398 -4.147
C -0.616 4.027 -3.925
C -0.601 3.524 -2.629
C -1.945 4.721 1.279
C -3.297 4.444 1.067
C -4.284 5.163 1.725
C -3.936 6.173 2.614
C -2.597 6.453 2.845
C -1.612 5.727 2.182
H 1.896 5.301 -0.490
H 4.024 5.833 0.629
H 4.480 4.972 2.907
H 2.797 3.549 4.038
H 0.684 2.999 2.913
H -0.688 6.454 -0.933
H -0.696 7.342 -3.232
H -0.658 5.787 -5.159
H -0.604 3.342 -4.764
H -0.561 2.452 -2.460
H -3.580 3.632 0.405
H -5.327 4.921 1.557
H -4.707 6.731 3.135
H -2.317 7.230 3.547
H -0.567 5.949 2.376
C 3.757 -0.928 -3.125
C 2.614 0.050 -3.340
S 1.027 -0.750 -2.929
O 0.123 0.356 -2.511
C 0.499 -1.220 -4.608
C 0.008 -0.036 -5.422
H 4.718 -0.459 -3.344
H 3.659 -1.806 -3.769
H 3.762 -1.267 -2.087
H 2.591 0.457 -4.354
H 2.651 0.876 -2.629
H -0.302 -1.938 -4.428
H 1.345 -1.742 -5.066
H -0.636 0.582 -4.796
H -0.568 -0.378 -6.284
H 0.830 0.583 -5.786
S -4.390 0.177 1.133
C -2.886 0.137 0.572
C -1.180 -4.153 1.411
Si -0.655 -3.959 -0.389
C -1.239 -5.515 -1.303
C 1.223 -4.010 -0.432
Se -1.636 -2.203 -1.354
H -0.853 -5.113 1.825
H -2.266 -4.078 1.496
H -0.746 -3.350 2.012
H -0.866 -6.423 -0.817
H -0.879 -5.503 -2.335
H -2.330 -5.557 -1.329
H 1.589 -4.958 -0.022
H 1.646 -3.180 0.141
H 1.587 -3.905 -1.458
*
```

The LUMO energy (alpha / beta) is 4.111 / 4.110 eV. As for the frontier orbital gap (alpha / beta): 0.15031 / 0.19617 Eh. As for the expectation value of S²: 0.784. For the highest occupied orbital energy (alpha / beta), the calculation gives 0.02 / -1.23 eV. The value obtained for the energy above the lowest of the compared OMol25 structures with the same formula, charge and spin is 43.4 kcal per mole.

Record 4
# C33H37ClO2PbSi2

A molecular structure, C33H37ClO2PbSi2 at a distorted geometry (ωB97M-V/def2-TZVPD, the Open Molecules 2025 dataset).

The geometry in ORCA input format:
```
! wB97M-V def2-TZVPD RIJCOSX def2/J DEFGRID3
* xyz 0 1
C -1.844 -0.646 0.738
C -2.653 -0.279 -0.378
C -2.935 -1.475 -1.124
H -3.091 0.705 -0.557
C -2.291 -2.564 -0.450
C -1.635 -2.047 0.696
H -1.128 -2.632 1.466
H -1.537 0.017 1.547
H -3.619 -1.551 -1.967
H -2.372 -3.616 -0.729
Pb -0.373 -0.855 -1.806
Si -0.487 -0.692 -6.303
C -0.179 0.905 -7.342
C 1.054 1.138 -7.980
H 1.891 0.450 -7.809
C 1.240 2.230 -8.845
H 2.208 2.373 -9.338
C 0.190 3.123 -9.073
H 0.319 3.959 -9.762
C -1.020 2.946 -8.392
H -1.832 3.673 -8.517
C -1.194 1.854 -7.529
H -2.142 1.727 -6.993
C 0.221 -1.974 -7.488
C -0.277 -1.835 -8.800
H -1.097 -1.135 -8.986
C 0.275 -2.547 -9.868
H -0.104 -2.376 -10.874
C 1.317 -3.455 -9.632
H 1.797 -3.968 -10.464
C 1.725 -3.711 -8.317
H 2.489 -4.459 -8.101
C 1.153 -3.003 -7.250
H 1.447 -3.258 -6.236
H -1.942 -0.794 -6.122
Si 2.556 1.864 -4.814
C 1.866 0.053 -4.751
C 0.406 -0.353 -4.707
H -0.232 0.440 -4.296
C 0.079 -1.741 -4.297
H -0.964 -2.119 -4.352
C 1.103 -2.626 -3.946
H 0.831 -3.582 -3.498
C 2.435 -2.282 -4.178
H 3.217 -3.039 -4.065
C 2.781 -0.954 -4.522
H 3.842 -0.690 -4.557
C 1.045 2.996 -4.778
C -0.017 2.862 -3.869
H 0.051 2.136 -3.049
C -1.158 3.668 -3.957
H -2.008 3.498 -3.282
C -1.204 4.709 -4.884
H -2.084 5.355 -4.952
C -0.113 4.921 -5.727
H -0.143 5.745 -6.447
C 1.001 4.073 -5.663
H 1.847 4.256 -6.328
H 3.529 2.258 -5.758
Cl 3.547 2.165 -3.032
C -0.394 2.497 -0.311
O 0.259 1.234 -0.106
C 1.420 1.361 0.713
C 2.057 0.021 0.999
O 1.451 -1.023 0.224
C 2.101 -2.271 0.522
H 0.124 3.062 -1.103
H -1.434 2.306 -0.602
H -0.376 3.087 0.620
H 2.161 2.003 0.210
H 1.140 1.824 1.673
H 3.136 0.067 0.763
H 1.942 -0.214 2.070
H 3.167 -2.248 0.225
H 2.069 -2.481 1.605
H 1.592 -3.086 -0.008
*
```

The LUMO energy is -0.264 eV. As for the frontier orbital gap: 0.18874 Eh. For the highest occupied orbital energy, the calculation gives -5.40 eV. The value obtained for the energy above the lowest of the compared OMol25 structures with the same formula, charge and spin is 46.3 kcal per mole.

- The lowest energy above the lowest of the compared OMol25 structures with the same formula, charge and spin belongs to which entry?
  C33H37BrFN7O2ReSSi